Record 1
Here is C27H30MgNO9P2S2 as an isolated structure at a distorted geometry from the Open Molecules 2025 dataset. Energies are from ωB97M-V/def2-TZVPD.

- energy relative to the best compared isomer or geometry (same formula, charge and spin) (eV) = 0.7583
- LUMO energy (eV) = 2.171
- frontier orbital gap (eV) = 8.28
- E (eV) = -94107.170
- total charge = -1
- HOMO (eV) = -6.11

Geometry (Å):
Mg  -0.409  -0.045  -0.230
O  -2.043  0.673  0.827
P  -1.151  0.903  2.240
O  -1.995  1.439  3.310
O  0.140  1.527  1.803
O  -0.773  -0.683  2.514
P  0.738  -1.277  2.146
O  1.700  -0.350  3.020
O  0.791  -2.687  2.575
O  0.988  -0.979  0.661
H  -2.068  -0.321  0.793
H  1.476  0.569  2.766
O  -1.680  -1.854  0.040
S  -0.936  -3.186  0.138
C  -1.539  -4.016  -1.358
C  -0.657  -5.164  -1.762
C  -1.193  -6.426  -1.996
C  -0.386  -7.472  -2.425
C  0.972  -7.263  -2.626
C  1.518  -6.009  -2.380
C  0.712  -4.969  -1.946
C  -1.859  -4.149  1.394
C  -3.342  -4.036  1.277
C  -3.984  -2.854  1.643
C  -5.346  -2.700  1.429
C  -6.088  -3.726  0.858
C  -5.463  -4.919  0.516
C  -4.097  -5.066  0.718
H  -1.489  -3.196  -2.078
H  -2.581  -4.307  -1.214
H  -2.257  -6.586  -1.852
H  -0.817  -8.449  -2.606
H  1.601  -8.074  -2.971
H  2.577  -5.840  -2.534
H  1.138  -3.990  -1.747
H  -1.459  -3.725  2.318
H  -1.494  -5.173  1.276
H  -3.410  -2.055  2.098
H  -5.826  -1.769  1.705
H  -7.149  -3.598  0.683
H  -6.037  -5.731  0.086
H  -3.607  -5.998  0.452
N  2.695  -5.273  -8.228
C  2.256  -4.642  -7.372
C  1.712  -3.847  -6.298
C  2.558  -3.322  -5.321
C  2.040  -2.547  -4.302
C  0.664  -2.270  -4.229
C  -0.171  -2.814  -5.214
C  0.345  -3.592  -6.234
C  0.142  -1.487  -3.152
C  -0.268  -0.809  -2.213
H  3.618  -3.535  -5.365
H  2.687  -2.150  -3.530
H  -1.234  -2.618  -5.161
H  -0.310  -4.014  -6.985
C  3.772  3.581  -0.852
C  2.258  3.427  -0.861
S  1.755  1.724  -1.133
O  0.251  1.768  -0.973
C  2.048  1.651  -2.932
C  0.946  2.326  -3.729
H  4.043  4.598  -0.569
H  4.211  3.384  -1.831
H  4.229  2.899  -0.132
H  1.764  4.042  -1.614
H  1.825  3.652  0.115
H  2.074  0.584  -3.152
H  3.035  2.078  -3.109
H  -0.025  1.996  -3.364
H  1.031  2.042  -4.778
H  0.991  3.414  -3.662

Atoms 1-2, force components in eV/Å:
0.35 0.52 -1.35
0.84 -1.13 0.44

***

Record 2
Here is an isolated ion of composition C10H12N3O and charge +1 at a distorted geometry from the Open Molecules 2025 dataset. Energies are from ωB97M-V/def2-TZVPD.

- energy relative to the best compared isomer or geometry (same formula, charge and spin) (eV) = 4.3190
- SMILES = [NH2+]=C1C[C@@H]2[C@@H](O)N2N1c1ccccc1
- LUMO energy (spin up / spin down) (eV) = -3.371 / -3.371
- frontier orbital gap (spin up / spin down) (eV) = 8.42 / 8.42
- E (eV) = -17072.109
- total charge = +1
- HOMO (spin up / spin down) (eV) = -11.79 / -11.79

Geometry (Å):
N  0.762  2.253  -0.754
C  0.419  1.039  -1.143
C  0.401  0.636  -2.674
C  0.430  -0.991  -2.477
C  -0.622  -2.016  -2.448
O  -0.551  -3.307  -2.283
N  0.206  -1.198  -1.044
N  0.022  0.017  -0.412
C  -0.304  -0.011  0.980
C  -0.892  1.146  1.473
C  -0.922  1.282  2.893
C  -0.274  0.389  3.706
C  0.210  -0.795  3.187
C  0.111  -0.991  1.843
H  1.094  2.464  0.244
H  0.645  3.129  -1.345
H  1.256  1.037  -3.107
H  -0.623  0.979  -2.969
H  1.461  -1.236  -2.776
H  -1.626  -1.630  -2.427
H  0.325  -3.623  -2.426
H  -1.282  1.855  0.760
H  -1.298  2.270  3.148
H  -0.163  0.672  4.775
H  0.518  -1.530  3.843
H  0.698  -1.839  1.432

Atoms 1-2, force components in eV/Å:
0.76 2.76 1.54
-0.64 -0.83 -1.62

***

Record 3
Here is one molecule with the formula C8H16N2 at a distorted geometry from the Open Molecules 2025 dataset. Energies are from ωB97M-V/def2-TZVPD.

- energy relative to the best compared isomer or geometry (same formula, charge and spin) (eV) = 4.7105
- LUMO energy (eV) = 0.883
- frontier orbital gap (eV) = 7.84
- E (eV) = -11531.274
- HOMO (eV) = -6.95

Geometry (Å):
C  2.653  -1.346  -0.820
C  2.002  -0.412  -1.768
C  1.861  -1.347  0.535
C  0.378  -0.398  -1.798
C  0.398  -1.687  0.411
C  -0.292  -0.737  -0.529
C  -2.392  2.823  1.389
C  -2.747  1.400  1.061
N  -1.168  0.008  0.150
N  -2.055  0.972  -0.083
H  2.610  -2.462  -1.199
H  3.634  -1.048  -0.484
H  2.254  0.696  -1.605
H  2.559  -0.459  -2.744
H  2.469  -2.187  1.196
H  2.023  -0.480  1.183
H  0.036  0.626  -2.344
H  0.268  -1.170  -2.524
H  0.216  -2.774  0.156
H  0.026  -1.536  1.335
H  -3.014  3.380  2.188
H  -1.473  2.786  1.942
H  -2.621  3.396  0.476
H  -2.507  0.758  1.876
H  -3.818  1.392  0.890
H  -1.298  -0.195  1.109

Atoms 1-2, force components in eV/Å:
-1.67 -1.80 1.82
0.17 3.60 -0.86

***

Record 4
Here is a 7-piece molecular cluster, C10H18ClF2N2O17S2 overall at a distorted geometry from the Open Molecules 2025 dataset. Energies are from ωB97M-V/def2-TZVPD.

- LUMO energy (eV) = 1.645
- frontier orbital gap (eV) = 5.99
- E (eV) = -88072.262
- total charge = -1
- HOMO (eV) = -4.34

Geometry (Å):
N  -0.101  -1.843  -0.517
H  -0.911  -1.798  -1.118
H  0.479  -1.170  -0.998
H  0.179  -2.811  -0.457
H  -0.277  -1.409  0.378
N  0.717  -5.046  -1.677
O  0.181  -4.545  -0.641
O  0.642  -4.448  -2.744
O  1.488  -5.974  -1.551
Cl  1.561  -0.119  -2.443
C  -3.225  3.651  -0.808
C  -2.096  4.219  0.040
O  -1.306  3.100  0.472
C  -2.098  2.077  0.378
O  -1.924  0.992  0.968
O  -3.177  2.341  -0.375
F  -2.592  4.760  1.104
H  -2.985  3.734  -1.868
H  -4.174  4.167  -0.661
H  -1.448  4.920  -0.487
C  -3.434  1.255  -3.854
C  -2.660  0.621  -4.979
O  -2.539  -0.689  -4.567
C  -2.593  -0.748  -3.255
O  -2.068  -1.601  -2.561
O  -3.093  0.344  -2.825
F  -1.452  1.083  -4.942
H  -4.490  1.039  -4.016
H  -3.297  2.306  -3.601
H  -3.061  0.788  -5.978
C  1.508  3.323  2.397
C  2.725  2.805  1.741
O  2.750  1.390  2.242
S  1.291  0.799  2.616
O  1.370  0.281  3.972
O  0.714  -0.114  1.594
O  0.577  2.273  2.608
H  1.147  4.222  1.897
H  1.800  3.623  3.404
H  3.625  3.327  2.065
H  2.705  2.837  0.651
C  3.164  -2.706  3.550
C  1.670  -2.895  3.153
O  1.678  -3.081  1.727
S  3.124  -3.500  1.158
O  3.462  -3.056  -0.185
O  3.336  -4.935  1.495
O  3.827  -2.542  2.330
H  3.514  -3.696  3.841
H  3.477  -1.935  4.254
H  1.101  -1.975  3.287
H  1.190  -3.640  3.787

Atoms 1-2, force components in eV/Å:
-1.30 1.15 0.51
-0.76 -0.28 0.02

***

Record 5
Here is C5H6N2O4 as an isolated structure at a distorted geometry from the Open Molecules 2025 dataset. Energies are from ωB97M-V/def2-TZVPD.

- energy relative to the best compared isomer or geometry (same formula, charge and spin) (eV) = 6.9690
- LUMO energy (eV) = -1.139
- frontier orbital gap (eV) = 9.45
- E (eV) = -16445.664
- HOMO (eV) = -10.59

Geometry (Å):
C  -2.390  -1.584  0.250
C  0.914  0.076  -0.112
C  0.118  -0.684  -1.163
C  -0.989  0.364  1.355
C  -1.987  -0.181  0.374
N  -2.712  -2.623  -0.030
N  -3.131  0.731  -0.035
O  -4.095  0.167  -0.424
O  -2.973  1.883  0.285
O  0.303  -0.199  1.128
O  -1.138  -0.038  -1.201
H  1.958  -0.287  -0.196
H  0.953  1.139  -0.530
H  0.425  -0.723  -2.312
H  -0.008  -1.724  -0.940
H  -0.866  1.393  1.316
H  -1.105  0.093  2.465

Atoms 1-2, force components in eV/Å:
1.15 3.81 1.06
0.88 -0.03 -2.76